C52H120F12N6O20 | the ωB97M-V functional and the def2-TZVPD basis

Relative energy (zero: lowest compared OMol25 entry of this formula, charge and spin) = 5.3707 eV
Total charge = +2
Total energy = -138332.7546 eV
HOMO-LUMO gap = 1.26 eV

```
210
Properties=species:S:1:pos:R:3:forces:R:3:lowdin_charge:R:1
C 1.20314 0.88283 1.29985 1.11 4.46 0.66 -0.344
O 1.76085 1.25549 -0.05172 -0.92 -1.75 0.05 -0.147
O 0.80444 2.13221 1.88213 -0.41 -2.77 -0.85 -0.254
C 0.16369 -0.24778 1.28883 -0.17 -0.50 -2.92 -0.591
F -0.76941 -0.10846 0.31653 -0.38 0.99 -0.41 0.105
F 0.70310 -1.44512 0.97828 1.06 -0.46 0.34 0.106
F -0.54081 -0.49235 2.35945 -0.43 0.60 2.42 0.152
C 2.07909 0.14598 -0.98533 -1.80 0.46 -0.98 -0.193
C 2.25489 0.59143 -2.48266 0.67 0.54 2.09 -0.029
H 1.42916 1.10130 -2.97894 -0.50 -0.35 0.49 0.043
H 3.05239 1.33420 -2.50242 0.54 -0.49 -0.54 0.069
H 2.45558 -0.35364 -2.98729 0.42 0.38 -0.41 0.080
H 1.20987 -0.50815 -1.05370 -0.19 -0.03 0.37 0.078
H 2.88008 -0.50839 -0.64135 0.45 0.58 0.13 0.102
H 2.09237 0.55031 1.83538 0.09 -0.76 0.22 0.120
C 5.35126 1.73126 -4.98116 5.97 -0.26 -0.31 -0.454
O 4.93280 1.65979 -6.38848 -1.32 -0.07 1.80 -0.068
O 6.71804 1.50769 -5.00938 -3.42 1.40 0.89 -0.238
C 4.87925 3.15398 -4.37175 0.29 -2.62 -2.40 -0.579
F 5.12034 3.39756 -3.09910 0.20 -0.03 1.11 0.133
F 5.34425 4.15599 -5.08087 0.08 0.88 -0.19 0.163
F 3.50172 3.15363 -4.50059 -0.78 0.73 0.46 0.033
C 3.63873 1.16961 -6.51821 -0.17 -0.32 -1.62 -0.350
C 3.52227 0.64447 -7.91975 -1.08 0.63 -1.21 -0.084
H 4.11634 -0.23762 -8.15867 0.23 0.14 0.28 0.080
H 2.47158 0.40061 -8.07693 -0.31 -0.39 -0.13 0.049
H 3.70016 1.42299 -8.66161 0.42 -0.01 -0.05 0.079
H 2.87041 1.91688 -6.31982 -0.08 0.25 -0.13 0.091
H 3.30247 0.27602 -5.99236 0.71 -0.14 1.43 0.087
H 4.90408 0.93410 -4.38731 -1.14 -0.21 0.18 0.109
C -2.94375 -0.30601 -6.25246 -1.41 -2.14 -2.41 -0.516
O -1.62478 -0.17732 -5.94568 1.89 1.77 3.26 -0.113
O -3.06517 -1.61505 -6.63172 -0.61 0.63 1.34 -0.218
C -4.00692 0.22436 -5.17868 -1.06 -0.76 -1.69 -0.564
F -5.28298 0.28805 -5.68420 0.69 -0.86 -0.39 0.103
F -4.08029 -0.51588 -4.08807 0.03 -1.43 1.15 0.119
F -3.86030 1.44797 -4.72537 1.26 2.17 0.42 0.127
C -1.14318 1.08057 -5.37176 1.86 -1.77 -2.01 -0.206
C 0.36647 0.86628 -5.49094 0.21 1.19 0.84 -0.079
H 0.80258 0.10390 -4.84543 -0.29 0.01 0.05 0.053
H 0.75374 0.68193 -6.49301 -0.59 -0.06 -0.12 0.074
H 0.77409 1.83994 -5.21906 0.65 0.01 0.22 0.070
H -1.46271 1.31585 -4.35656 -0.21 -0.38 0.03 0.087
H -1.31976 1.92822 -6.03389 -0.78 0.04 -0.02 0.126
H -3.03671 0.34608 -7.12093 -1.04 0.70 -0.31 0.146
C 7.72370 -1.46388 -0.20739 2.33 4.31 -2.39 -0.412
O 6.81316 -0.68627 0.64516 -0.67 -0.67 2.09 -0.148
O 8.80175 -0.59971 -0.62618 -3.37 -4.11 1.78 -0.243
C 7.94092 -2.76862 0.57845 1.20 1.30 0.92 -0.570
F 8.88054 -3.57336 0.10792 -0.19 -0.41 -0.89 0.156
F 8.34842 -2.48993 1.82173 -0.14 0.07 1.04 0.120
F 6.79333 -3.51381 0.73203 -0.01 -0.07 -0.27 0.058
C 5.86614 0.15552 0.06363 1.26 0.22 -0.15 -0.298
C 5.10169 0.89001 1.11670 -0.37 -0.40 1.24 -0.096
H 4.53738 0.18209 1.72375 -0.65 -0.31 0.08 0.038
H 5.74819 1.33122 1.87530 0.35 0.40 -0.38 0.083
H 4.42248 1.62449 0.68390 -0.02 0.05 0.02 0.066
H 5.17831 -0.44424 -0.53242 -0.15 0.18 -0.68 0.097
H 6.36565 0.96113 -0.47451 0.12 -0.37 -0.93 0.135
H 7.03446 -1.75828 -0.99882 -0.01 -0.38 -1.05 0.120
C 2.92235 -2.69682 -5.56342 0.56 -1.01 0.30 -0.094
O 1.76820 -2.04455 -6.00342 -1.37 0.06 -0.23 -0.224
C 1.10916 -2.55737 -7.16655 -0.44 0.02 1.17 -0.155
C 0.18413 -3.77380 -6.85344 -1.23 0.72 1.18 -0.018
N -0.79775 -3.31343 -5.66476 0.74 -1.79 -0.94 0.090
H -0.31523 -2.67538 -5.04819 0.60 -0.15 0.77 0.145
H -1.43219 -2.67462 -6.12247 -1.89 1.13 -0.71 0.084
C -1.59860 -4.42707 -4.97170 1.94 0.75 1.67 -0.060
C -2.36709 -3.90007 -3.73214 -1.21 0.96 -0.18 -0.180
O -1.58256 -3.21971 -2.73894 1.09 -0.37 -1.68 -0.199
C -2.00742 -1.95430 -2.30900 0.10 0.60 1.13 -0.097
H 2.97321 -2.76765 -4.47691 -0.25 0.73 0.22 0.082
H 3.82759 -2.20235 -5.91575 0.02 -0.16 -0.17 0.103
H 2.88854 -3.76031 -5.79996 0.29 -0.15 -0.68 0.084
H 1.81584 -2.70430 -7.98333 -0.14 -0.37 -0.05 0.141
H 0.38570 -1.78785 -7.43589 0.27 0.32 -0.21 0.124
H 0.60404 -4.74854 -6.60513 0.27 0.29 0.24 0.115
H -0.57096 -3.91076 -7.62751 0.45 -0.06 -0.42 0.129
H -0.87841 -5.08232 -4.48170 0.52 -0.26 -0.68 0.115
H -2.16544 -5.00077 -5.70495 -0.24 0.46 0.15 0.136
H -2.83683 -4.65871 -3.10611 -0.12 -0.87 -0.94 0.090
H -3.17255 -3.29817 -4.15290 -0.07 0.61 0.35 0.124
H -2.78209 -2.11940 -1.56018 -0.70 0.35 -0.15 0.080
H -2.27715 -1.19258 -3.04052 -0.24 -0.64 -0.42 0.081
H -1.21232 -1.49221 -1.72386 0.43 -0.30 -0.11 0.071
C -1.95854 -3.82586 4.33974 -0.74 -1.46 1.99 -0.095
O -0.62730 -3.30269 4.32134 -0.83 0.18 0.32 -0.197
C -0.02402 -3.21952 5.63439 1.07 0.35 -1.92 -0.158
C 1.31595 -2.45715 5.38381 0.29 -1.14 -0.82 -0.045
N 2.14461 -3.21112 4.27781 0.39 1.50 1.01 0.092
H 2.28182 -4.07768 4.77816 0.58 -0.71 -0.67 0.165
H 1.71060 -3.37427 3.38053 -0.78 -0.10 -0.39 0.141
C 3.47253 -2.48118 3.93384 -0.47 0.39 1.46 -0.076
C 4.24448 -2.93892 2.71215 -2.56 -1.23 0.26 -0.150
O 3.24462 -3.31160 1.70569 0.60 0.80 1.74 -0.230
C 3.93159 -3.66205 0.50401 -0.36 0.82 0.14 -0.068
H -2.02982 -4.59798 5.10580 0.54 -0.48 0.33 0.084
H -2.37916 -4.39904 3.51353 1.03 0.72 -0.96 0.078
H -2.77108 -3.21814 4.73795 0.37 1.25 -0.45 0.088
H 0.24150 -4.22146 5.97160 -0.19 -0.23 0.17 0.127
H -0.64004 -2.74849 6.40039 -0.06 0.23 -0.16 0.132
H 1.98577 -2.59644 6.23236 -0.22 0.42 0.25 0.133
H 1.26460 -1.40624 5.09914 -0.31 -0.21 -0.03 0.115
H 4.08757 -2.59152 4.82695 0.15 -0.04 -0.04 0.137
H 3.22159 -1.42094 3.90219 -0.31 -0.05 -0.33 0.118
H 4.73528 -3.86261 3.01875 0.81 0.21 -0.46 0.137
H 4.87667 -2.08022 2.48613 0.49 -0.38 -0.69 0.133
H 4.58224 -4.50618 0.73247 0.11 0.06 -0.58 0.093
H 4.46208 -2.74641 0.24272 0.57 -0.46 -0.54 0.082
H 3.16428 -3.84948 -0.24713 0.15 -0.32 0.04 0.091
C -1.27231 -4.09082 0.72817 0.78 0.49 -0.92 -0.102
O -2.26752 -5.02525 0.96321 -0.82 -2.77 0.27 -0.215
C -3.34186 -5.06535 0.01187 -0.09 0.62 1.33 -0.159
C -4.11711 -6.40709 -0.07219 0.26 0.16 -0.22 -0.033
N -3.11001 -7.62195 -0.17279 -0.49 0.94 -1.36 0.101
H -2.43130 -7.44137 0.55304 0.69 0.51 0.16 0.149
H -3.45190 -8.53495 0.09110 -1.06 -0.13 0.06 0.165
C -2.38772 -7.85892 -1.55307 -1.20 1.20 0.24 -0.023
C -3.42295 -8.12035 -2.70195 -0.22 0.67 0.03 -0.166
O -4.23109 -6.95940 -3.00965 0.36 -0.15 -0.14 -0.245
C -4.96929 -7.03858 -4.28070 0.86 -1.10 0.36 -0.037
H -0.53961 -4.07267 1.53497 -0.50 0.05 0.36 0.085
H -1.74394 -3.12051 0.57274 0.43 0.33 -0.02 0.091
H -0.69020 -4.40018 -0.13989 -0.02 0.41 -0.42 0.099
H -3.08501 -4.70341 -0.98368 0.53 -0.24 -0.05 0.104
H -3.97050 -4.29821 0.46397 -1.04 -0.13 -0.66 0.139
H -4.79405 -6.29302 -0.91885 0.84 -0.58 -0.78 0.116
H -4.90846 -6.59328 0.65389 0.97 -0.23 1.05 0.131
H -1.66638 -8.65231 -1.35734 -0.37 -0.29 -0.30 0.136
H -1.79946 -6.95847 -1.72980 -0.20 0.10 -0.12 0.124
H -4.07057 -8.95654 -2.43835 -0.11 -0.18 0.15 0.128
H -2.88835 -8.41579 -3.60474 0.35 -0.08 0.06 0.130
H -5.69592 -7.84988 -4.23704 -0.39 0.27 0.27 0.091
H -4.30846 -7.35396 -5.08813 0.41 0.22 -0.02 0.085
H -5.41148 -6.08422 -4.56663 0.09 -0.04 0.62 0.101
C -0.35593 7.78502 0.13565 -0.87 0.30 -0.71 -0.098
O 0.33327 6.59145 0.33956 1.13 -0.32 0.44 -0.211
C 1.62921 6.55650 -0.23739 0.40 -0.57 0.29 -0.192
C 2.15174 5.13244 -0.07762 -1.14 -0.65 -0.47 -0.023
N 1.01285 4.10709 -0.42204 0.70 1.13 -0.83 0.086
H 1.37014 3.18850 -0.20153 0.45 -1.14 0.15 0.095
H 0.27217 4.19423 0.25907 -0.40 0.45 0.12 0.108
C 0.45287 4.03948 -1.85659 0.02 -0.49 1.04 -0.028
C -0.83802 3.17723 -1.90744 1.42 0.39 0.75 -0.171
O -1.82735 3.78527 -1.08281 0.59 0.82 -0.39 -0.177
C -3.00022 3.04802 -0.94389 -0.19 -0.98 0.04 -0.114
H 0.14075 8.70755 0.43623 0.33 -0.17 0.35 0.101
H -1.30378 7.67668 0.66285 0.01 0.23 0.02 0.081
H -0.57695 7.87707 -0.92773 -0.15 0.19 -0.19 0.097
H 2.36362 7.20943 0.23422 -0.16 0.22 0.55 0.136
H 1.65544 6.90543 -1.26970 -0.49 -0.31 -0.35 0.132
H 2.44970 4.84870 0.93175 -0.36 0.30 0.20 0.126
H 3.05194 4.97289 -0.67115 -0.34 -0.25 -0.47 0.142
H 1.27346 3.52644 -2.35810 -0.26 0.18 -0.63 0.127
H 0.26212 5.03072 -2.26787 0.24 0.00 0.27 0.134
H -0.56844 2.19257 -1.52551 -0.16 -0.30 0.13 0.118
H -1.09000 3.06631 -2.96209 -0.50 0.21 -0.03 0.124
H -2.89353 2.31451 -0.14472 0.19 -0.40 0.20 0.071
H -3.21946 2.49009 -1.85424 -0.30 0.08 -0.13 0.092
H -3.85761 3.65731 -0.65795 0.18 0.47 -0.34 0.083
C 3.26375 2.76988 3.91940 0.19 -0.72 -0.26 -0.107
O 2.69765 3.98964 4.29088 -1.15 0.97 0.21 -0.191
C 2.21140 4.19258 5.61234 0.45 0.50 -0.87 -0.164
C 1.01037 3.25847 6.04541 2.49 -1.20 -2.23 -0.023
N 0.04596 2.95800 4.85833 -2.21 1.04 2.22 0.101
H -0.65150 3.68851 4.85919 -0.54 0.61 0.21 0.106
H 0.39619 3.05974 3.91647 1.44 -0.69 -1.00 0.109
C -0.80979 1.69791 4.96108 2.23 -1.11 -1.01 -0.103
C -1.42169 1.49851 6.29197 -0.94 1.98 0.69 -0.191
O -2.07442 2.77666 6.58328 -0.83 -1.72 0.18 -0.205
C -2.89996 2.59514 7.75578 0.89 0.85 1.24 -0.069
H 4.20906 2.50316 4.39201 0.13 0.38 0.47 0.102
H 3.46987 2.85007 2.85208 -0.22 -0.22 0.06 0.090
H 2.55579 1.96149 4.10213 -0.08 -0.36 -0.28 0.063
H 2.02947 5.26673 5.64726 -0.67 -0.08 -0.02 0.125
H 3.09620 4.09971 6.24211 -0.40 -0.65 0.85 0.133
H 0.59485 3.49651 7.02458 -0.61 0.09 -0.60 0.136
H 1.55345 2.31393 6.07725 -0.28 -0.32 0.69 0.110
H -0.07859 0.92708 4.71762 -0.02 -0.39 0.26 0.115
H -1.52249 1.54627 4.15043 0.04 1.07 -0.14 0.131
H -0.70063 1.28670 7.08147 0.08 -0.14 0.05 0.129
H -2.22389 0.76058 6.29774 0.39 -0.43 -0.29 0.130
H -3.02459 1.57956 8.13150 0.14 -0.38 -0.69 0.091
H -3.89787 3.03310 7.73414 0.22 0.22 -0.72 0.069
H -2.32196 3.07185 8.54746 -0.33 0.23 0.33 0.097
C -1.00660 5.20276 2.93679 1.59 1.33 -0.20 -0.081
O -1.99720 4.52348 3.66960 0.42 0.67 -0.57 -0.218
C -3.10372 4.19172 2.86274 -0.08 -0.15 2.99 -0.143
C -4.11653 3.90123 4.02151 -1.22 -0.48 -1.30 -0.036
N -5.46850 3.56880 3.38475 -0.37 1.25 -0.69 0.041
H -5.89940 4.38227 2.96919 0.11 1.18 0.25 0.175
H -5.32518 3.08246 2.51123 0.25 -1.25 -0.04 0.173
C -6.53748 2.97977 4.22834 0.61 -0.98 1.80 -0.063
C -6.88029 3.86940 5.45759 0.21 1.14 -1.12 -0.210
O -5.88855 3.92005 6.44561 0.19 0.11 0.06 -0.222
C -6.27984 4.90410 7.44297 -0.12 -1.48 0.65 -0.046
H -1.28123 6.05144 2.31035 -1.13 -0.01 0.10 0.081
H -0.40793 4.62002 2.23672 -0.04 -0.81 0.36 0.081
H -0.35972 5.69572 3.66250 0.29 -0.35 0.11 0.110
H -2.78627 3.31331 2.30085 -0.72 0.03 -0.70 0.136
H -3.41984 5.09270 2.33700 -0.09 -0.32 -0.65 0.142
H -4.30800 4.75109 4.67662 0.40 -0.01 -0.20 0.143
H -3.90536 3.03392 4.64704 0.48 0.13 -0.13 0.124
H -6.07450 2.05593 4.57514 -0.33 -0.23 0.25 0.136
H -7.38814 2.70346 3.60535 -0.04 0.39 0.10 0.146
H -7.87927 3.69708 5.85815 -0.05 -0.64 -0.02 0.141
H -6.90071 4.91155 5.13884 -0.61 0.28 -0.84 0.122
H -6.72982 5.83546 7.09917 0.47 0.05 -0.65 0.099
H -5.41038 5.06000 8.08159 -0.16 0.17 -0.16 0.095
H -7.06366 4.40400 8.01185 -0.03 0.18 0.42 0.099
```
Forces are in eV/Å.